{
  "formula": "C36H72O27",
  "method": "wB97M-V/def2-TZVPD",
  "homo_ev": -8.457,
  "total_energy_ev": -93759.87611,
  "total_charge": 0,
  "gap_ev": 8.88,
  "spin_multiplicity": 1,
  "symbols": ["C", "C", "O", "C", "H", "C", "H", "O", "C", "C", "C", "C", "H", "H", "H", "C", "O", "H", "O", "C", "H", "C", "O", "O", "O", "O", "C", "H", "H", "H", "O", "H", "H", "C", "C", "H", "H", "H", "H", "H", "H", "C", "O", "O", "H", "H", "O", "H", "H", "H", "C", "H", "H", "C", "O", "H", "C", "H", "H", "H", "H", "H", "H", "H", "H", "C", "C", "H", "C", "C", "H", "C", "H", "H", "H", "O", "H", "H", "O", "H", "O", "H", "H", "C", "H", "H", "H", "C", "O", "H", "C", "C", "H", "H", "O", "H", "O", "C", "H", "H", "H", "C", "O", "H", "O", "C", "O", "C", "H", "H", "H", "O", "H", "H", "O", "H", "H", "H", "H", "H", "H", "C", "H", "H", "H", "O", "C", "C", "H", "C", "O", "O", "H", "C", "H"],
  "coordinates": [[-8.9094, -9.9188, -21.3990], [-9.3673, -7.6385, -21.8597], [-10.0478, -6.6503, -18.0568], [-11.8587, -7.8625, -18.7958], [-7.1528, -5.3090, -15.0954], [-13.9704, -11.4770, -16.5565], [-14.8187, -12.6748, -25.5470], [-17.9746, -11.2550, -14.1664], [-11.3934, -8.2814, -20.2169], [-13.3911, -5.7712, -21.4496], [-10.7975, -2.3565, -19.3378], [-13.0040, -12.2958, -22.1719], [-11.0838, -7.2176, -18.3813], [-13.6612, -12.0822, -15.7043], [-10.9226, -7.4722, -20.7752], [-6.7376, -6.3014, -15.2712], [-8.8642, -8.4906, -17.4752], [-15.4275, -11.2936, -19.2082], [-12.8084, -7.0622, -21.4498], [-10.0978, -4.6562, -19.6041], [-14.3553, -5.7851, -21.9578], [-12.8770, -10.7400, -20.3238], [-14.1358, -15.0518, -20.0844], [-13.5512, -13.1950, -18.8682], [-8.0686, -10.7884, -21.8741], [-13.9708, -13.0635, -22.7656], [-11.9918, -8.7311, -15.1815], [-7.2948, -6.9971, -14.6438], [-19.8377, -10.9755, -12.3677], [-13.2959, -10.4173, -19.3707], [-12.0900, -10.0250, -14.6438], [-13.3655, -10.4407, -12.9369], [-12.9258, 0.1308, -19.8377], [-12.2157, -0.4644, -19.2636], [-13.7916, -12.9064, -25.2648], [-10.4640, -9.4397, -18.4350], [-8.8594, -12.6228, -21.0677], [-11.1956, -11.9208, -18.8304], [-14.2488, -12.2467, -17.2764], [-10.6597, -9.0788, -20.3349], [-10.4395, -7.7450, -21.6948], [-10.2185, -5.8632, -20.5753], [-10.6784, -3.4516, -20.0912], [-16.1278, -11.0188, -12.8851], [-10.5783, -9.3041, -16.6676], [-5.7469, -6.3543, -14.8197], [-8.6458, -8.8470, -22.0871], [-13.0516, -6.8114, -14.5579], [-15.3976, -11.6693, -14.7581], [-13.6275, -5.5887, -20.4013], [-12.4686, -7.6038, -22.6619], [-8.4793, -6.5278, -23.5647], [-14.8183, -10.8571, -16.2652], [-15.2261, -10.9746, -13.9359], [-9.8140, -10.1388, -20.5731], [-9.8253, -6.7538, -20.0852], [-13.7094, -13.8219, -24.0020], [-10.0610, -5.9705, -23.0357], [-13.2369, -11.7032, -14.2241], [-12.0561, -8.7643, -16.2691], [-19.4904, -12.6818, -12.2615], [-13.3817, -11.9106, -25.0961], [-9.9372, -7.4315, -23.9962], [-11.5141, -13.7322, -16.1979], [-11.7683, -12.2882, -17.2051], [-6.7243, -6.8677, -16.7651], [-11.7571, -9.7682, -23.5080], [-13.5674, -10.9858, -24.0465], [-13.0718, -9.6552, -17.8568], [-9.0535, -7.1439, -17.5866], [-13.8322, -12.0872, -12.6706], [-9.4532, -6.8594, -23.2047], [-10.6306, -4.9063, -18.6867], [-5.8561, -6.4601, -17.2829], [-6.6053, -7.9508, -16.7371], [-12.4630, -7.0638, -23.7716], [-11.8566, -11.0574, -20.1090], [-12.2957, -8.5756, -20.7530], [-12.2346, -8.9544, -22.4519], [-13.2869, -13.3805, -26.1066], [-10.5571, -10.8906, -16.1096], [-17.0204, -11.8797, -18.9261], [-12.7732, -7.2695, -18.7826], [-17.4298, -11.2417, -13.0733], [-12.2918, -14.4626, -17.7834], [-10.0956, -13.2386, -15.1805], [-11.4554, 0.2518, -18.9519], [-13.8449, -11.2935, -13.4175], [-11.9282, -9.0011, -17.9369], [-15.2700, -10.0325, -14.4822], [-11.4136, -10.9960, -15.2372], [-7.9607, -12.1173, -21.4210], [-11.2869, -6.0420, -20.6960], [-15.8500, -12.2606, -17.7462], [-11.8192, -12.1663, -22.5863], [-7.2229, -12.1703, -20.6204], [-14.0997, -9.5654, -18.4944], [-9.8987, -9.4697, -17.5036], [-9.4817, -10.4631, -17.3380], [-8.9102, -7.1186, -21.0178], [-12.8723, -9.8232, -20.9134], [-12.2316, -13.7681, -18.6213], [-7.8523, -6.5246, -17.5095], [-13.4271, -9.4413, -24.8632], [-11.7728, -12.2090, -14.6825], [-19.2751, -11.7175, -11.8011], [-12.8874, -10.6642, -16.9702], [-12.8514, -10.2662, -24.4435], [-10.4206, -13.2754, -17.7184], [-11.4008, -10.6562, -22.9860], [-14.1278, -8.0908, -15.1248], [-13.6356, -11.6700, -21.1049], [-9.0669, -4.4265, -19.3343], [-14.3475, -14.7036, -24.0606], [-11.6354, -1.4592, -20.0634], [-9.6677, -5.6785, -21.4975], [-12.6875, -0.8225, -18.3486], [-10.8322, -9.3953, -23.9481], [-12.6700, -14.1463, -23.9518], [-11.3578, -14.2078, -14.5264], [-11.8064, -14.3356, -19.4492], [-14.3833, -13.9223, -19.5365], [-11.0026, -8.3240, -14.9719], [-13.4831, -8.1431, -13.5651], [-7.5790, -12.7150, -22.2488], [-15.5562, -13.3068, -19.6120], [-13.2009, -7.8907, -14.5872], [-15.9711, -12.1570, -18.8245], [-12.7002, -5.0855, -21.9400], [-11.1746, -13.3880, -15.2210], [-17.9151, -11.5185, -11.9014], [-10.2877, -2.2303, -18.2445], [-12.3774, -10.8080, -25.2619], [-11.2781, -12.7096, -18.0827], [-19.6458, -11.6440, -10.7787]],
  "forces_ev_per_angstrom": [[-1.941, -1.222, 0.924], [1.357, -0.063, -3.668], [5.649, 3.139, 3.858], [-1.002, 0.263, -2.853], [0.080, 0.022, -0.574], [-0.820, -0.634, -0.152], [-0.255, -0.420, -0.067], [0.115, 0.095, 1.428], [-2.303, -0.117, 2.566], [-0.735, 0.141, -0.583], [-0.275, -0.441, -0.277], [0.647, -0.003, -0.587], [-2.919, -2.023, -0.456], [0.160, 0.612, -0.365], [-2.900, -1.704, 3.141], [-0.241, -1.240, -0.635], [1.650, 2.285, 0.488], [0.153, -0.102, 0.408], [-1.637, 0.480, -3.194], [0.148, -0.105, 0.965], [0.078, 0.045, -0.320], [1.156, 0.417, -1.259], [-1.031, 4.423, 2.146], [2.754, -0.094, 0.950], [0.919, -1.325, -0.422], [0.477, 0.370, 0.204], [-1.128, 2.045, 0.388], [-0.391, 0.003, -0.072], [0.114, 0.114, -0.157], [-0.334, -2.499, -2.754], [1.009, -1.105, -0.010], [-0.105, -0.190, -0.120], [-0.065, -0.523, -0.285], [0.342, 1.488, 0.757], [-0.787, -0.481, 0.508], [2.351, -0.424, 0.226], [-0.404, 0.663, -0.094], [1.047, -0.233, 0.435], [0.384, 0.955, -0.018], [-1.455, 1.245, 1.465], [1.997, -1.291, -1.133], [-0.377, 4.629, 2.118], [-0.976, 1.038, -1.674], [-0.661, 0.033, 1.163], [2.035, 0.993, -1.418], [0.249, 0.194, -0.408], [-0.487, 0.902, -0.315], [0.334, -0.077, -0.416], [-1.050, -0.574, 0.727], [0.498, 0.389, -0.070], [-1.139, -0.547, -2.101], [0.103, -0.016, -0.078], [0.161, -0.083, -0.452], [0.951, -0.327, -1.124], [4.508, -2.209, -2.142], [-0.438, 1.983, 0.732], [1.560, 1.574, -0.460], [0.027, -0.243, -0.542], [-1.323, 0.836, 1.493], [-0.183, 0.341, 1.328], [-0.388, -0.124, 0.306], [-0.070, -2.117, -0.513], [0.088, -0.176, 0.242], [-0.065, 0.498, 0.621], [0.571, -0.121, -0.904], [0.923, -0.099, 2.227], [0.356, -0.957, -0.313], [0.312, 1.069, 1.037], [-1.036, -0.671, 1.033], [2.377, -3.686, -1.207], [-0.632, -0.173, 0.129], [1.226, 0.110, 0.169], [0.200, 0.424, -0.300], [-0.279, 0.135, -0.202], [-0.038, -0.004, 0.091], [0.077, -0.813, 2.954], [-0.107, -0.092, -0.918], [1.827, 0.101, 1.953], [-0.442, 2.749, -1.577], [-0.047, -0.097, 0.025], [-2.841, -3.537, 5.725], [-0.144, -0.960, -0.775], [-0.615, -0.563, -0.099], [1.056, -0.150, -2.674], [-0.701, -0.549, -0.220], [0.057, -0.083, -0.559], [0.167, 0.009, 0.151], [-0.544, -0.180, 0.784], [-6.780, -0.118, -0.911], [0.002, 0.497, 0.425], [2.034, -1.038, -0.457], [0.366, -1.084, 0.507], [0.700, 0.827, -0.331], [0.090, -0.409, -0.491], [-3.918, -2.087, 2.349], [0.015, 0.120, 0.072], [-0.674, 2.456, 2.395], [1.834, 1.011, -1.046], [1.251, 1.207, -0.993], [0.960, -1.345, -1.583], [-0.014, -1.268, 0.421], [0.620, -0.125, 0.825], [-2.204, 1.614, -0.486], [0.040, 0.092, -0.143], [1.111, 0.573, -1.012], [-2.108, -0.338, -0.788], [-0.463, 0.763, -0.626], [0.541, 1.616, -0.235], [0.506, 0.648, -0.607], [0.022, 0.880, -0.083], [0.154, 0.028, -0.445], [1.128, -1.870, -1.724], [0.135, -0.231, 0.046], [-0.236, 0.425, 0.480], [1.416, -2.172, 1.247], [-0.639, 0.750, 0.922], [-0.068, -0.361, -0.164], [-0.507, 0.716, -0.564], [-0.025, -0.232, 0.183], [-0.369, 0.311, 0.287], [-0.594, 0.304, -0.357], [-0.717, -3.798, -2.592], [-0.053, 0.244, 0.510], [0.574, -0.329, 0.180], [-0.008, 0.271, -0.090], [-1.727, -0.804, -0.083], [0.478, -0.592, -0.072], [0.601, 0.589, -0.388], [-0.296, 0.384, 0.353], [1.137, -0.735, 0.943], [0.590, 0.543, 1.557], [-1.055, 0.669, -1.226], [0.392, 0.629, -0.036], [-1.811, -0.309, -0.578], [0.627, -0.264, 0.059]]
}

{
  "formula": "C14H26Cl2NO6P2S",
  "method": "wB97M-V/def2-TZVPD",
  "homo_ev": -3.817,
  "total_energy_ev": -83172.08969,
  "total_charge": -1,
  "gap_ev": 6.57,
  "spin_multiplicity": 1,
  "symbols": ["H", "H", "H", "H", "C", "C", "C", "P", "H", "C", "H", "H", "O", "C", "C", "O", "O", "Cl", "H", "O", "C", "H", "H", "C", "H", "Cl", "H", "H", "H", "H", "H", "O", "H", "C", "H", "H", "H", "H", "C", "O", "H", "H", "H", "N", "H", "C", "P", "S", "H", "C", "C", "C"],
  "coordinates": [[3.3550, -1.7815, -3.6075], [-2.8394, 4.8031, 1.8821], [-0.9948, -1.0843, -1.5082], [-0.9222, -1.8806, 0.0109], [-2.3475, 2.7505, 2.0680], [0.9184, -1.3628, -0.7496], [-3.8144, 2.3049, -1.8795], [-1.7813, -0.6213, 2.1076], [1.6967, -2.1111, -4.0365], [2.6621, 0.7323, 2.4134], [-3.3805, 2.6740, -2.8062], [-2.5235, 0.2926, -1.5076], [3.0485, -3.2569, -1.3202], [0.0090, 1.5106, -2.0254], [2.4688, -0.6570, 2.9945], [0.4968, 0.4815, 1.4281], [-3.0540, -1.5400, 1.5110], [-3.7598, 1.7801, 2.3991], [3.3870, -3.6127, -5.1824], [-2.8110, 2.1927, -0.9052], [2.9376, -3.8149, -4.2183], [2.2130, -1.4191, 2.2678], [2.2933, 0.6812, 0.3401], [2.2089, -2.7838, -2.0749], [-1.6071, 4.4685, 3.1328], [-0.2562, 3.7362, 0.9617], [2.3623, 1.4487, 3.1763], [-2.7377, -2.4014, 1.2110], [3.6839, 0.9582, 2.1225], [1.8050, 2.1382, 1.1320], [2.0624, -4.4423, -4.3324], [-0.6042, -1.7010, 2.6192], [-3.2976, 4.1054, 3.4062], [-1.3302, 2.3572, 1.3025], [1.4640, -1.6672, 0.1341], [-4.3544, 1.3758, -2.0456], [-4.5503, 3.0383, -1.5492], [-3.3989, 0.4491, -0.0218], [-2.5257, 0.8265, -0.5583], [0.9461, -2.5249, -1.6800], [1.7137, -0.6736, 3.7681], [3.3967, -0.9792, 3.4683], [3.6523, -4.3448, -3.5983], [0.0796, 1.6115, -0.8326], [-0.8761, -2.6144, 2.4831], [-2.5124, 4.1179, 2.6584], [-0.9159, 0.6345, 0.4187], [-0.1537, 1.3724, -3.6145], [1.4794, -0.5822, -1.2545], [-0.5245, -1.0205, -0.5298], [2.5607, -2.5092, -3.5128], [1.7388, 1.0560, 1.2038]],
  "forces_ev_per_angstrom": [[0.283, 0.127, 0.352], [0.177, 0.310, -0.151], [-0.113, 0.394, -0.154], [-0.236, 0.015, 0.233], [0.095, 0.127, 0.117], [0.118, -0.458, -0.342], [-0.060, 0.475, 0.175], [-0.636, 1.835, 2.432], [-0.149, 0.332, 0.123], [-1.372, 0.359, -0.129], [0.034, -0.155, -0.319], [0.452, -0.360, -0.046], [-0.974, 0.608, -0.690], [-0.127, 0.388, 1.678], [0.806, -0.254, 0.206], [-0.575, 0.485, -0.698], [0.891, -0.482, -0.013], [-0.116, -0.212, -0.224], [-0.012, -0.041, -0.258], [0.212, -0.246, 0.314], [0.320, 0.199, 0.522], [-0.114, -0.003, -0.253], [-0.501, -0.311, -0.446], [1.328, -0.726, 1.145], [0.262, 0.181, -0.097], [0.085, -0.273, 0.128], [0.267, 0.151, 0.286], [-0.173, -0.069, -0.445], [0.215, -0.096, -0.027], [-0.738, 0.184, -0.255], [-0.163, -0.157, -0.151], [-0.487, -0.441, -0.963], [-0.102, -0.079, 0.148], [-0.042, 0.016, 0.111], [-0.079, 0.053, 0.296], [0.032, -0.244, -0.114], [-0.095, 0.142, 0.103], [0.151, -0.208, 0.382], [-0.691, 0.717, -0.758], [0.287, 0.372, -0.267], [-0.344, 0.032, -0.030], [0.128, -0.093, 0.106], [0.207, -0.185, -0.022], [-0.272, -0.551, -2.533], [0.139, -0.181, -0.032], [-0.448, -0.128, 0.179], [0.153, -1.122, 0.286], [0.197, 0.031, 0.048], [-0.044, 0.284, -0.025], [0.632, -0.040, -0.050], [-0.979, -0.433, -0.812], [2.172, -0.270, 0.936]]
}